This record from the Open Molecules 2025 dataset describes C20H24N2O3STi as an isolated structure in a non-equilibrium geometry. The level of theory is ωB97M-V/def2-TZVPD.

Calculated values
HOMO energy   -14.7 eV
Charge   +2
Energy relative to the best compared isomer or geometry (same formula, charge and spin)   0.0 kcal/mol
E_LUMO   -8.46 eV
Spin multiplicity   1
Maximum force   3.11 eV/A

Geometry as XYZ:
```
51
Properties=species:S:1:pos:R:3:forces:R:3
C -4.282446 -0.185853 -1.014738 -0.65 0.00 -0.38
C -4.303196 1.135470 -1.779368 -0.32 0.10 -0.10
H -4.481296 -1.017250 -1.695027 0.15 -0.02 0.07
H -5.083375 -0.208756 -0.270504 0.21 0.00 0.02
H -3.339772 -0.372270 -0.495942 0.07 -0.09 0.10
H -3.501162 1.189517 -2.517219 -0.29 0.01 -0.04
H -5.234560 1.282516 -2.330291 0.00 -0.21 0.14
H -4.217343 1.993959 -1.107048 0.03 -0.03 -0.11
C 0.293416 -2.983531 -1.519365 0.30 0.45 -0.34
C 1.200999 -4.015152 -1.722299 -0.20 0.05 0.01
C 2.394996 -3.758822 -2.396523 -0.22 -0.01 0.11
C 2.632400 -2.483044 -2.894912 -0.39 0.87 -0.09
H -0.664100 -3.129450 -1.009336 0.51 0.00 -0.11
H 0.959871 -5.003438 -1.337149 0.12 0.20 -0.13
H 3.135772 -4.547153 -2.527625 -0.20 0.20 0.01
H 3.549815 -2.224070 -3.418334 -0.17 -0.32 0.13
N 0.558382 -1.719400 -1.944580 0.15 -0.51 -1.15
C 1.689212 -1.467025 -2.684329 -0.06 -1.42 0.91
C 1.896501 -0.068006 -3.065602 0.49 1.40 -0.15
N 1.044268 0.828464 -2.471405 0.51 -0.17 -0.64
C 1.177696 2.156341 -2.703468 0.37 -0.40 -0.44
C 3.061570 1.753733 -4.148890 -0.12 -0.11 0.14
C 2.170362 2.643363 -3.544966 -0.21 0.08 0.15
H 0.453174 2.802144 -2.216786 0.31 -0.03 -0.15
H 2.230121 3.718530 -3.708115 0.05 -0.31 -0.01
C 2.931843 0.386748 -3.899053 -0.69 -0.39 0.52
H 3.613038 -0.351697 -4.313236 -0.10 0.35 -0.11
H 3.855380 2.119279 -4.804337 -0.27 -0.11 0.23
Ti -0.237843 0.038372 -1.072394 0.79 0.48 2.97
C -1.469321 1.607004 -1.025053 -0.09 0.07 -0.85
H -1.751170 1.606625 -2.100043 -0.07 0.11 0.35
H -1.047163 2.595009 -0.801556 0.14 -0.35 0.18
H -2.363003 1.429786 -0.418902 0.30 -0.03 -0.04
C -0.299033 1.049420 6.861405 0.04 0.20 0.38
C -0.053334 0.681831 5.432655 -0.20 0.01 -0.02
C 0.114673 -0.668375 5.120579 -0.07 -0.22 -0.45
C 0.311603 -1.066994 3.809366 0.41 -0.25 -0.03
C 0.392338 -0.099674 2.797941 -0.06 -0.31 0.17
C 0.159150 1.250070 3.076375 0.24 0.11 0.00
C -0.039325 1.633593 4.404894 -0.05 -0.18 -0.28
S 0.780720 -0.721044 1.200340 0.14 0.49 1.98
O 1.796521 -1.729938 1.240130 -1.14 0.75 -0.43
O -0.563086 -1.111147 0.557496 0.57 0.28 -1.23
O 1.100623 0.508289 0.315211 -0.56 -0.83 -0.94
H -1.194314 0.541688 7.249625 0.20 0.16 -0.19
H 0.537900 0.716766 7.489357 -0.14 0.10 -0.14
H -0.422241 2.127906 6.995961 0.01 -0.21 -0.02
H 0.084033 -1.420758 5.908869 -0.02 0.21 -0.20
H 0.441869 -2.123733 3.568078 0.04 0.30 0.12
H 0.167063 1.993901 2.280190 0.08 -0.15 0.23
H -0.188235 2.686258 4.649902 0.02 -0.31 -0.13
```
Forces are in eV/Å.

=====

This record from the Open Molecules 2025 dataset describes C2H3ClN2O2 in the gas phase in a non-equilibrium geometry. The level of theory is ωB97M-V/def2-TZVPD.

Calculated values
HOMO energy   -9.7 eV
Energy relative to the best compared isomer or geometry (same formula, charge and spin)   61.5 kcal/mol
SMILES   O=C1OCNN1Cl
E_LUMO   0.26 eV
Spin multiplicity   1
Maximum force   3.87 eV/A

Geometry as XYZ:
```
10
Properties=species:S:1:pos:R:3:forces:R:3
O 2.180790 -1.278245 -0.100158 0.12 -0.15 0.41
C 1.102209 -0.867197 0.073949 2.06 2.75 1.78
O -0.024083 -1.287487 -0.357750 -0.67 -1.43 -0.37
C -0.990245 -0.322409 -0.303727 -3.37 0.08 0.34
N -0.575156 0.564729 0.841367 -0.61 -2.59 -0.97
N 0.750558 0.648488 0.943515 1.66 -3.10 -1.42
Cl 1.590305 1.772130 -0.371691 -0.50 0.05 -0.05
H -2.058423 -0.878084 -0.305220 2.43 1.50 0.90
H -0.979824 0.216618 -1.224247 0.16 0.68 -0.81
H -0.996127 1.431454 0.803960 -1.27 2.20 0.20
```
Forces are in eV/Å.

=====

This record from the Open Molecules 2025 dataset describes a 6-piece molecular cluster, C16H29N7O15 overall in a non-equilibrium geometry. The level of theory is ωB97M-V/def2-TZVPD.

Calculated values
HOMO energy   -9.8 eV
SMILES   NCCC1=C(O)C(=O)C(O)=C(CCC(N)=O)C1=O.C[N+](=O)[O-].C[N+](=O)[O-].C[N+](=O)[O-].C[N+](=O)[O-].C[N+](=O)[O-]
E_LUMO   -1.20 eV
Spin multiplicity   1
Maximum force   1.06 eV/A

Geometry as XYZ:
```
67
Properties=species:S:1:pos:R:3:forces:R:3
N 0.162076 -1.821025 1.421005 -0.49 -0.05 -0.43
C -1.008437 -2.477664 0.772441 0.94 -0.16 0.23
C -2.247101 -1.627807 0.926045 0.05 -0.04 -0.26
C -2.420194 -0.557099 -0.114367 -0.12 0.38 0.10
C -3.190083 0.523086 0.067443 0.39 -0.08 0.06
O -3.927024 0.755264 1.200331 -0.20 -0.23 -0.34
C -3.262769 1.561958 -1.018515 -0.46 0.15 -0.27
O -4.285362 2.120596 -1.342336 0.59 0.08 0.41
C -1.937716 1.791322 -1.707352 0.24 -0.62 0.15
O -1.591304 3.036931 -2.111065 -0.05 -0.09 -0.37
C -1.175402 0.711712 -1.914430 0.05 0.39 -0.20
C 0.181597 0.682920 -2.568580 -0.10 -0.13 0.44
C 1.191858 1.755988 -2.126209 -0.45 -0.44 -0.39
C 1.440999 1.883967 -0.646009 0.96 -0.08 0.45
N 0.375943 2.119052 0.243755 0.25 0.20 -0.28
O 2.591275 1.846978 -0.233973 -0.64 0.29 -0.19
C -1.719464 -0.597183 -1.442135 -0.51 -0.43 -0.35
O -1.614505 -1.616162 -2.104130 0.24 0.65 0.58
H 0.921758 -2.482930 1.312912 0.28 0.03 0.16
H 0.414361 -1.042298 0.816458 0.21 0.12 0.12
H -1.144212 -3.436177 1.254973 -0.17 -0.12 0.24
H -0.747532 -2.704617 -0.256674 -0.44 -0.09 -0.23
H -3.136782 -2.245973 0.955463 -0.18 -0.14 -0.06
H -2.160108 -1.145158 1.894917 -0.17 0.10 0.22
H -3.363269 1.202171 1.836527 -0.01 0.11 0.26
H -1.480133 3.597633 -1.336230 -0.12 0.17 0.12
H 0.620136 -0.281977 -2.323608 0.02 -0.22 -0.14
H 0.061363 0.699987 -3.647060 0.11 0.09 -0.21
H 2.145256 1.473248 -2.551300 0.26 0.00 -0.05
H 0.927664 2.710866 -2.565500 -0.16 0.33 0.25
H 0.744490 2.431907 1.131750 0.12 -0.23 0.19
H -0.226502 1.317072 0.362027 -0.38 0.10 -0.14
C -5.390057 -5.035667 0.418568 -0.07 0.08 -0.15
N -3.931184 -5.071126 0.712239 -0.08 -0.02 -0.06
O -3.184358 -4.501450 -0.056545 0.01 0.00 -0.13
O -3.587033 -5.667122 1.706467 0.04 -0.06 0.14
H -5.542799 -4.470512 -0.492868 0.05 0.01 -0.01
H -5.723164 -6.062627 0.306752 -0.01 -0.02 0.09
H -5.879443 -4.561463 1.263705 0.00 -0.08 0.05
C 4.055878 -1.285850 1.160935 0.08 0.18 0.06
N 3.800546 -2.719070 1.467365 0.10 0.20 0.06
O 4.150419 -3.132683 2.546839 0.02 -0.15 0.08
O 3.251122 -3.374626 0.603448 -0.13 -0.04 -0.06
H 4.541181 -0.829069 2.014748 -0.04 -0.07 0.07
H 4.691244 -1.247436 0.281395 -0.10 -0.03 -0.08
H 3.095734 -0.817175 0.966064 0.02 0.00 -0.08
C 4.136734 2.728642 2.464336 -0.17 0.05 -0.12
N 4.096858 2.105629 3.812592 0.05 0.09 -0.08
O 3.324242 1.184938 3.989209 -0.10 -0.12 0.01
O 4.838585 2.560369 4.655891 0.06 0.02 0.07
H 3.424599 2.222123 1.825837 0.04 -0.07 0.01
H 3.871097 3.780615 2.580214 0.23 -0.29 0.04
H 5.148808 2.619677 2.084417 0.04 0.08 0.07
C 2.230257 7.607890 2.199621 0.10 0.13 0.06
N 2.528133 6.153257 2.288673 0.03 0.10 0.04
O 3.551268 5.816514 2.846060 -0.02 0.20 0.03
O 1.721858 5.393945 1.795400 -0.10 -0.09 -0.06
H 3.034055 8.151275 2.680721 0.03 -0.05 0.02
H 2.157835 7.859638 1.146182 -0.09 -0.03 -0.01
H 1.283304 7.775443 2.703055 -0.05 -0.03 -0.07
C -1.714574 -3.831164 -4.259031 0.09 -0.17 0.04
N -1.346337 -3.980868 -5.693150 -0.01 -0.06 0.12
O -0.481182 -4.780243 -5.978708 0.09 -0.07 -0.04
O -1.940547 -3.282710 -6.486285 -0.08 0.09 -0.09
H -1.106275 -4.511213 -3.675042 0.02 -0.02 -0.04
H -1.528549 -2.803155 -3.978192 -0.08 0.07 -0.01
H -2.769306 -4.071649 -4.168723 -0.03 0.09 -0.02
```
Forces are in eV/Å.

=====

Question: Which of these has the highest E_LUMO?
Answer: C2H3ClN2O2